60
Properties=species:S:1:pos:R:3:forces:R:3 method="wB97M-V/def2-TZVPD" homo_lumo_gap_ev=9.661 energy_ev=-48364.992 e_homo_ev=-9.02 lumo_energy_ev=0.64 de_lowest_kj_mol=18.4
C -1.916856 -3.558582 0.321131 0.4 0.2 0.2
C -1.230919 -2.531886 1.210701 -0.4 -0.3 0.2
O -0.028530 -2.032273 0.604490 -0.1 0.3 -0.2
C 1.051393 -2.806414 0.683867 0.7 -0.1 -0.2
O 1.081220 -3.886747 1.212841 -0.1 -0.2 0.1
C 2.272894 -2.136254 0.073471 -0.4 0.1 0.1
C 2.704199 -0.989063 0.994553 0.2 0.0 -0.1
C 3.901804 -0.248005 0.396380 0.0 0.0 0.5
N 3.595582 0.214002 -0.937362 0.0 -0.3 0.0
C 3.534573 1.484692 -1.372450 0.1 0.2 0.1
O 3.358133 1.767901 -2.544454 0.0 0.3 -0.2
C 3.697964 2.610562 -0.339644 0.1 0.2 -0.3
O 2.925321 2.466738 0.834336 -0.2 0.0 0.2
C 1.578631 2.291434 0.716722 -0.4 -0.1 0.0
C 0.874154 2.392213 -0.477637 0.3 0.1 0.1
C -0.486735 2.130615 -0.505135 0.0 0.0 0.0
C -1.131544 1.757874 0.653225 -0.6 -0.2 -0.4
S -2.877184 1.374488 0.668646 0.3 0.3 -0.3
O -3.044580 0.147506 1.410288 0.1 0.1 -0.1
O -3.611423 2.517407 1.125716 -0.1 0.1 -0.1
N -3.198045 1.172363 -0.973399 0.5 0.3 1.1
C -4.571369 1.448753 -1.369753 -0.6 0.4 0.0
C -5.268969 0.085900 -1.564893 0.0 0.0 0.0
C -4.183802 -0.951000 -1.247446 0.1 0.0 -0.1
C -2.886052 -0.164247 -1.443658 0.1 -0.6 -0.1
C -0.446082 1.691122 1.854243 0.1 0.0 0.1
C 0.907196 1.968975 1.911881 0.0 0.1 -0.1
C 1.667729 1.927915 3.199902 0.0 0.0 -0.1
C 3.245186 -0.861879 -1.844337 -0.3 0.0 -0.4
C 2.002106 -1.585575 -1.327822 0.3 -0.1 0.0
H -2.107974 -3.139692 -0.663798 -0.1 0.0 -0.1
H -1.290850 -4.441850 0.216901 0.0 -0.1 0.0
H -2.861658 -3.847304 0.771335 -0.2 0.0 0.0
H -0.970275 -2.985767 2.171712 0.0 0.1 -0.1
H -1.859068 -1.652304 1.369971 0.2 -0.2 0.0
H 3.065610 -2.890599 0.030751 -0.1 0.0 0.0
H 1.864900 -0.301682 1.109446 0.0 0.0 0.0
H 2.973583 -1.379487 1.977324 0.0 0.0 0.1
H 4.754323 -0.936286 0.325701 0.0 0.1 0.0
H 4.183137 0.585612 1.036215 0.1 -0.1 -0.1
H 3.463810 3.550087 -0.855058 0.0 -0.2 0.0
H 4.736922 2.654978 0.001291 -0.1 0.0 -0.1
H 1.368920 2.667410 -1.394066 0.1 0.0 -0.1
H -1.041243 2.205878 -1.425540 0.0 0.0 -0.1
H -4.549287 2.020202 -2.302263 0.0 0.0 0.1
H -5.029504 2.062803 -0.595703 -0.1 0.0 -0.2
H -6.127813 -0.020580 -0.905939 -0.1 0.0 0.0
H -5.611622 -0.016174 -2.594616 -0.1 0.0 0.0
H -4.242952 -1.829031 -1.887629 0.0 -0.1 0.0
H -4.247984 -1.259360 -0.204544 0.0 -0.1 0.0
H -2.614767 -0.102800 -2.502601 0.1 0.0 0.1
H -2.045890 -0.558879 -0.874803 0.1 -0.2 -0.2
H -0.988659 1.409028 2.742964 0.0 0.0 0.2
H 2.492188 1.219863 3.136579 0.1 -0.1 0.1
H 2.096441 2.907133 3.406656 0.1 0.0 0.1
H 1.015304 1.644513 4.020137 0.0 0.0 0.1
H 4.086851 -1.559510 -1.914528 0.0 0.0 0.0
H 3.063216 -0.422306 -2.825991 0.1 -0.1 0.1
H 1.165245 -0.886082 -1.284515 0.0 0.0 -0.1
H 1.743125 -2.396352 -2.009800 -0.1 0.0 0.0

---

8
Properties=species:S:1:pos:R:3:forces:R:3 method="wB97M-V/def2-TZVPD" homo_lumo_gap_ev=10.250 energy_ev=-13240.627 e_homo_ev=-11.98 lumo_energy_ev=-1.73 de_lowest_kj_mol=82.0
O 2.035413 -1.186574 -0.386331 -5.1 4.2 2.8
C 1.121272 -0.446420 0.077641 2.9 -3.7 -1.3
N 1.230741 1.035716 0.176858 1.8 -2.9 -0.5
N 0.248640 1.669410 -0.053492 -0.8 1.5 0.7
O -0.981271 1.031554 -0.140325 -1.8 -0.1 -1.3
C -1.212025 -0.296665 -0.031781 -2.1 -1.9 1.4
O -2.286856 -0.833556 -0.202715 3.0 1.8 0.1
O -0.155914 -0.973464 0.560148 2.2 1.1 -1.8

---

90
Properties=species:S:1:pos:R:3:forces:R:3 method="wB97M-V/def2-TZVPD" charge=+2 s_squared=2.008 spin_multiplicity=3 homo_lumo_gap_ev="8.247 / 5.571" energy_ev=-104350.223 e_homo_ev="-13.15 / -13.28" lumo_energy_ev="-4.90 / -7.71" de_lowest_kj_mol=0.0
Pt -0.000120 -0.798574 0.803071 -0.3 0.0 0.6
Cl 1.349322 -1.207710 3.436021 0.3 0.1 -0.2
C 2.993778 -0.476134 3.484617 -0.1 0.1 0.0
Cl 3.381381 0.407617 2.017407 0.0 -0.1 -0.1
H 3.705884 -1.277573 3.621161 0.0 -0.1 0.0
H 3.001561 0.220623 4.311145 -0.1 0.0 0.1
N 0.583109 -3.722571 -0.114709 0.0 0.1 0.1
P 1.229078 -2.223691 -0.595010 -0.1 -0.1 0.0
C 1.029838 -2.122701 -2.364422 -0.1 0.1 -0.1
C 1.616025 -3.106531 -3.170494 0.0 0.0 -0.1
C 1.425628 -3.063926 -4.540319 0.0 0.0 0.0
C 0.673679 -2.036107 -5.108297 0.0 -0.1 0.0
C 0.112337 -1.048916 -4.313246 0.0 0.0 0.1
C 0.286463 -1.090027 -2.935850 0.1 -0.2 0.0
C 2.973918 -2.328239 -0.256107 0.2 0.0 0.0
C 3.883878 -1.635536 -1.057784 0.1 -0.1 0.0
C 5.236795 -1.677975 -0.749346 -0.1 0.0 0.0
C 5.675358 -2.398579 0.355463 0.0 0.0 0.0
C 4.767074 -3.082510 1.158194 0.0 0.1 0.0
C 3.414847 -3.041745 0.860591 0.1 0.0 0.0
C -0.233280 -3.858880 0.994208 0.0 0.3 -0.1
C -0.541242 -5.103247 1.545465 0.0 -0.1 -0.1
C -1.337124 -5.148655 2.665115 -0.1 0.0 0.1
C -1.831710 -3.964294 3.225606 0.0 -0.2 0.0
C -1.503094 -2.785244 2.622703 0.2 0.2 -0.3
N -0.717018 -2.727806 1.519440 0.2 -0.2 0.4
H 0.928825 -4.569185 -0.540793 0.0 -0.1 0.0
H 2.227364 -3.893763 -2.738851 0.0 0.0 0.0
H 1.869692 -3.825400 -5.169709 0.0 0.1 0.0
H 0.535946 -2.004530 -6.182371 0.0 0.0 0.1
H -0.457266 -0.243831 -4.761677 0.0 0.0 0.0
H -0.146070 -0.312188 -2.318857 0.0 0.0 0.0
H 3.543025 -1.084403 -1.928538 0.0 -0.1 0.0
H 5.949981 -1.157556 -1.377382 0.0 0.0 0.0
H 6.732045 -2.432532 0.590767 0.0 0.0 0.0
H 5.117213 -3.652163 2.010811 0.0 0.0 0.0
H 2.708806 -3.576775 1.486389 0.0 0.0 0.0
H -0.145067 -6.005945 1.096081 0.0 0.1 0.0
H -1.578046 -6.105911 3.113769 0.0 0.1 0.0
H -2.455668 -3.969396 4.108510 0.0 0.0 -0.1
H -1.869237 -1.836110 2.996070 0.1 0.0 0.0
C -1.442961 2.307686 0.214229 -0.2 -0.1 -0.2
P 0.038363 1.544021 0.893953 0.5 -0.2 0.1
C 0.026498 1.938184 2.665529 -0.1 0.1 0.0
C -1.089869 1.500858 3.390065 0.1 0.1 0.0
C -1.190312 1.756918 4.747387 0.1 0.0 0.0
C -0.172243 2.448144 5.398269 -0.1 0.0 0.0
C 0.944831 2.864983 4.690590 0.1 0.0 -0.1
C 1.052283 2.607185 3.326600 0.1 0.0 0.1
C 1.414224 2.367278 0.081356 0.1 -0.1 -0.1
C 1.684713 3.712415 0.331973 0.0 0.1 -0.1
C 2.764694 4.327555 -0.286680 0.0 0.0 0.0
C 3.565513 3.609677 -1.166600 0.0 0.0 0.0
C 3.272826 2.282597 -1.453262 -0.1 0.0 0.0
C 2.201849 1.661474 -0.827227 0.0 0.1 0.0
P -1.784323 1.685982 -1.523176 0.0 0.0 0.3
C -2.901358 2.982741 -2.107706 -0.1 0.1 -0.1
C -3.703026 3.760991 -1.271461 -0.1 0.0 0.0
C -4.552372 4.718910 -1.807140 0.1 -0.1 0.0
C -4.606636 4.906108 -3.183550 0.0 0.0 0.0
C -3.816792 4.135080 -4.022817 0.1 -0.1 0.0
C -2.961427 3.179637 -3.485357 -0.1 0.1 -0.1
C -2.935804 0.309117 -1.099665 -0.1 0.0 0.1
C -4.315363 0.355410 -1.304205 -0.1 0.0 0.1
C -5.124457 -0.726332 -0.960283 0.1 0.1 0.0
C -4.577241 -1.880584 -0.414248 0.0 0.0 -0.1
C -3.205375 -1.960359 -0.222053 0.0 0.0 -0.1
C -2.420389 -0.878320 -0.589182 -0.2 0.0 0.1
H -1.235045 3.377158 0.175011 -0.1 0.1 0.0
H -2.285727 2.128417 0.879993 -0.1 0.0 0.0
H -1.890369 0.964483 2.887803 0.0 0.0 0.0
H -2.059339 1.423882 5.300471 0.0 0.0 0.0
H -0.253521 2.661626 6.458256 0.0 0.0 -0.1
H 1.738414 3.399977 5.197907 0.0 0.0 0.0
H 1.942544 2.915308 2.791771 -0.1 0.0 0.0
H 1.051553 4.290986 0.994770 0.0 0.0 0.0
H 2.978061 5.369841 -0.083560 0.0 -0.1 0.0
H 4.415273 4.090382 -1.636084 -0.1 0.0 0.0
H 3.877830 1.734593 -2.164943 0.0 0.0 0.0
H 1.971059 0.627005 -1.048727 0.0 0.0 0.0
H -3.684688 3.619494 -0.196196 0.0 0.0 -0.1
H -5.176941 5.314698 -1.152846 0.0 0.0 0.0
H -5.262281 5.661147 -3.599803 0.0 -0.1 0.0
H -3.858503 4.280729 -5.095166 0.0 0.0 0.1
H -2.330757 2.587951 -4.141618 0.0 0.0 0.0
H -4.764964 1.249506 -1.719340 0.0 0.0 0.0
H -6.194370 -0.662120 -1.117836 0.1 0.0 0.0
H -5.210994 -2.722555 -0.163938 0.0 0.1 0.0
H -2.753714 -2.865257 0.169518 -0.1 0.1 -0.1
H -1.317275 -0.995991 -0.549622 0.1 -0.1 -0.5

---

58
Properties=species:S:1:pos:R:3:forces:R:3 method="wB97M-V/def2-TZVPD" s_squared=0.970 spin_multiplicity=2 homo_lumo_gap_ev="7.251 / 7.785" energy_ev=-124201.507 e_homo_ev="-7.78 / -7.79" lumo_energy_ev="-0.53 / -0.01" de_lowest_kj_mol=0.0
Fe -0.531814 -0.323911 0.715574 0.2 -0.8 -0.7
C -0.041429 -2.888769 -0.506656 0.0 -0.2 0.0
N 0.701248 -1.609250 -0.641022 -0.2 0.0 0.2
C 0.615582 -1.116467 -2.023744 0.0 -0.1 -0.3
C 1.435957 0.121379 -2.301674 0.0 0.1 0.0
C 1.721598 0.457094 -3.620514 -0.1 0.1 0.0
C 2.415971 1.627295 -3.873405 0.0 0.0 0.0
C 2.824751 2.408215 -2.805025 0.0 0.0 0.1
C 2.526396 1.968888 -1.524039 0.0 0.1 -0.1
N 1.848412 0.854317 -1.273068 0.0 -0.1 0.0
C 2.093731 -1.865317 -0.239147 0.1 -0.1 0.0
C 2.448828 -1.267851 1.091431 0.1 0.1 -0.3
C 3.656205 -1.616915 1.684888 0.0 0.0 0.0
C 4.024538 -1.007921 2.866731 0.0 0.0 0.0
C 3.160366 -0.074479 3.418498 0.0 0.0 0.0
C 1.974547 0.197167 2.764636 -0.1 -0.2 0.3
N 1.615557 -0.379677 1.614148 -0.2 0.3 0.2
C -1.521617 -2.667037 -0.598986 0.4 -0.1 -0.2
C -2.441442 -3.618855 -0.998889 0.0 0.1 0.0
C -3.770982 -3.239408 -1.094140 0.0 0.1 0.0
C -4.124409 -1.924401 -0.830733 0.0 0.0 0.0
C -3.144563 -1.038654 -0.430139 -0.2 0.0 0.0
N -1.878247 -1.426645 -0.306082 -0.3 0.2 0.5
H 0.198003 -3.311939 0.469834 -0.1 0.1 0.0
H 0.281449 -3.597992 -1.279567 0.0 0.0 0.0
H -0.433345 -0.898711 -2.231095 0.1 0.1 0.0
H 0.936903 -1.899144 -2.727571 0.0 -0.1 0.1
H 1.387034 -0.178899 -4.429983 0.0 0.0 0.0
H 2.637234 1.924691 -4.890032 0.0 0.0 0.0
H 3.369390 3.329497 -2.955225 0.0 0.0 0.0
H 2.840419 2.536484 -0.655557 0.0 0.0 0.0
H 2.780221 -1.470017 -0.988727 -0.1 0.1 0.0
H 2.277574 -2.942981 -0.195647 0.0 0.0 -0.1
H 4.288882 -2.356794 1.212192 0.0 0.0 0.0
H 4.956599 -1.261543 3.353254 0.0 0.0 0.0
H 3.378352 0.420541 4.353525 0.0 0.0 0.0
H 1.266653 0.865219 3.228981 -0.1 0.0 0.0
H -2.115317 -4.622541 -1.233128 0.0 0.0 0.0
H -4.523716 -3.958916 -1.386918 0.0 0.0 0.0
H -5.147291 -1.587540 -0.907968 0.0 0.0 0.0
H -3.355541 -0.008624 -0.182613 0.0 0.0 0.0
Cl -1.765139 6.691277 -0.818672 0.0 0.1 0.0
C -1.515764 4.975133 -0.766381 0.1 0.0 0.1
C -0.903288 4.406428 0.338223 -0.1 0.0 -0.1
C -0.713790 3.039298 0.349380 0.1 -0.1 0.0
Cl 0.108468 2.289584 1.685133 -0.1 0.5 -0.2
C -1.120803 2.188379 -0.692808 0.0 0.1 0.1
O -0.959166 0.900857 -0.692709 0.3 -0.2 0.1
C -1.725899 2.830650 -1.789723 0.0 0.1 0.1
Cl -2.236654 1.850691 -3.123939 0.0 -0.1 -0.1
C -1.925025 4.196301 -1.834598 0.0 0.0 0.0
H -0.575508 5.013657 1.168704 0.0 0.0 0.0
H -2.396628 4.646341 -2.695885 0.0 0.0 0.0
O -1.650084 -0.851792 4.104268 0.1 -0.1 -0.1
S -1.860371 -1.183596 2.728351 0.0 0.3 0.0
O -0.567448 -1.693274 2.055473 -0.1 -0.3 0.0
O -1.935689 0.119154 1.856620 0.0 0.0 0.3
O -2.963894 -2.055575 2.425665 0.0 0.1 0.0

---

48
Properties=species:S:1:pos:R:3:forces:R:3 method="wB97M-V/def2-TZVPD" homo_lumo_gap_ev=8.247 energy_ev=-59902.305 e_homo_ev=-8.33 lumo_energy_ev=-0.08 de_lowest_kj_mol=331.1
C -0.633674 4.682389 -4.374458 -0.6 1.1 -2.5
C -0.384478 4.264934 -3.307465 1.0 -1.5 2.6
C 0.120202 3.677850 -2.103476 0.1 -0.3 1.2
C -0.076889 2.311908 -1.782130 0.1 1.1 -0.1
C 0.432000 1.776730 -0.603882 0.4 0.2 -0.2
C 1.251950 2.545164 0.258831 -0.9 0.0 -1.4
C 1.866050 1.928625 1.434864 1.6 -0.1 1.1
C 2.922226 2.435641 2.170229 -1.5 -1.5 0.2
S 3.265653 1.364807 3.534072 -0.2 0.2 -1.0
C 2.079757 0.235125 2.906706 0.3 1.2 -1.1
N 1.952343 -1.008631 3.452483 -0.4 1.1 -0.5
C 1.198678 -2.110341 3.084457 -0.7 -0.5 0.4
O 1.471004 -3.057131 3.763165 0.1 -2.0 0.4
C -0.019526 -2.287660 2.133568 -0.3 1.5 -0.4
C 0.308080 -3.017469 0.830799 1.6 0.0 0.4
C 1.346834 -2.298408 0.006543 0.4 0.4 -1.9
C 1.081128 -1.773215 -1.240860 0.2 -0.3 0.2
S 2.509524 -1.138194 -2.025583 -0.8 -0.6 1.4
C 3.374506 -1.569285 -0.585792 -0.3 0.0 0.9
N 2.672765 -2.173074 0.355435 0.6 0.7 -0.3
N -0.664218 -1.025700 1.776009 -0.8 2.3 -0.3
C -1.929569 -0.601120 2.141460 -0.8 -3.2 0.3
O -2.700895 -1.403960 2.700795 0.8 1.6 -0.6
C -2.416299 0.821579 1.826875 -0.4 0.6 -0.6
O -2.384797 1.339867 0.496850 0.2 -0.1 -0.5
C -3.688020 1.119247 0.966273 0.8 -0.7 2.8
C -4.616085 2.304312 1.252176 -0.1 -0.7 -1.7
O -5.599641 2.382291 0.543344 0.4 0.3 0.9
O -4.289246 3.205222 2.181634 -0.3 0.0 -0.3
N 1.455220 0.669985 1.847110 0.1 0.0 0.2
C 1.444626 3.894273 -0.099324 0.4 0.2 1.1
C 0.845181 4.483710 -1.194928 -0.2 -0.5 -0.9
H -0.777394 5.076465 -5.339286 -0.3 0.2 -0.4
H -0.656519 1.718806 -2.479615 0.0 -0.1 0.2
H 0.226736 0.722460 -0.426498 0.2 0.3 0.2
H 3.473352 3.317235 1.973774 0.4 0.6 0.2
H 2.590579 -1.283105 4.188331 -0.1 0.1 -0.1
H -0.728004 -2.903416 2.686448 0.1 0.3 0.2
H 0.643936 -4.037633 1.046767 0.0 0.2 0.0
H -0.586886 -3.069967 0.247054 -0.6 -0.1 -0.2
H 0.115951 -1.824127 -1.716662 0.0 0.1 -0.3
H 4.410241 -1.218083 -0.427577 -0.7 -0.6 -0.2
H -0.060049 -0.281049 1.373766 -0.2 -0.9 0.5
H -2.004010 1.548080 2.565791 -0.8 -0.4 -0.5
H -4.312535 0.289855 0.569027 0.9 0.5 0.1
H -4.979696 3.893537 2.081995 0.4 -0.2 0.3
H 2.065810 4.526320 0.550113 -0.3 -0.3 -0.2
H 0.949785 5.546831 -1.438871 0.1 -0.5 0.3

---

43
Properties=species:S:1:pos:R:3:forces:R:3 method="wB97M-V/def2-TZVPD" homo_lumo_gap_ev=8.359 energy_ev=-22007.494 e_homo_ev=-7.43 lumo_energy_ev=0.93 de_lowest_kj_mol=284.0
C 1.816790 -4.994959 1.940984 0.0 -0.1 0.0
C 1.269725 -4.068815 1.177841 0.0 0.3 -0.1
C 0.818753 -2.726225 1.680775 -0.2 -0.2 0.4
O 0.984819 -1.694609 0.733646 0.1 0.2 -0.3
C 0.158842 -1.627533 -0.352835 -0.1 0.1 -0.3
C -0.932157 -2.463071 -0.565728 0.1 -0.1 0.3
C -1.708327 -2.325063 -1.704385 0.0 0.1 -0.1
C -1.393961 -1.372701 -2.653911 -0.1 0.0 -0.1
C -0.306994 -0.540716 -2.443232 0.1 -0.2 0.1
C 0.463497 -0.632675 -1.295992 0.2 -0.1 0.1
C 1.617162 0.320545 -1.065121 0.1 0.0 0.1
N 1.317523 1.572417 -0.415610 0.0 0.0 -0.1
C 1.155630 1.613839 1.008427 0.0 0.0 0.3
C -0.209468 1.219453 1.624641 0.0 0.1 -0.2
C -1.447780 1.423968 0.729878 0.0 -0.1 0.2
N -1.557075 2.653957 -0.016855 0.0 0.1 0.0
C -1.463031 3.858743 0.771178 0.0 -0.1 -0.1
C -0.826435 2.661280 -1.262349 0.2 0.0 -0.1
C 0.717558 2.642871 -1.163860 -0.3 0.1 0.0
H 2.116950 -5.950158 1.546707 0.0 -0.2 -0.1
H 1.978807 -4.839127 2.995019 0.1 0.1 0.2
H 1.120901 -4.236264 0.119745 0.0 -0.1 -0.1
H -0.228562 -2.778940 2.017439 0.1 0.1 -0.1
H 1.428564 -2.419837 2.536171 -0.1 -0.1 -0.1
H -1.189163 -3.232372 0.145893 0.0 -0.1 0.1
H -2.554557 -2.980422 -1.848612 -0.1 -0.1 0.0
H -1.984958 -1.279625 -3.552336 -0.1 0.0 -0.1
H -0.043263 0.195761 -3.189483 0.0 0.1 -0.1
H 2.066544 0.560745 -2.035828 0.0 -0.1 0.1
H 2.367411 -0.188220 -0.452186 0.0 0.0 -0.2
H 1.387408 2.642482 1.312516 0.0 -0.1 0.0
H 1.920733 0.965038 1.446248 0.0 0.1 0.0
H -0.192309 0.164736 1.899731 0.0 0.0 0.1
H -0.331662 1.792486 2.546616 0.0 0.0 0.1
H -1.504325 0.608561 0.005165 -0.1 0.0 0.0
H -2.333082 1.352319 1.374985 0.0 -0.1 0.0
H -1.740265 4.707822 0.145378 0.0 0.1 0.0
H -0.468005 4.053425 1.194822 0.0 0.0 0.1
H -2.175745 3.788933 1.593483 0.0 0.1 0.1
H -1.163369 1.790449 -1.830131 0.0 0.1 0.0
H -1.118722 3.560405 -1.815313 0.0 0.0 -0.1
H 1.044186 3.583977 -0.702458 0.0 0.0 -0.1
H 1.121413 2.617122 -2.181064 0.0 0.1 0.0

---

Per-record strongest force on any atom, eV/A: 1.3, 7.2, 0.7, 1.1, 3.3, 0.5